[1]
Density functional theory data (the ωB97M-V functional and the def2-TZVPD basis) for a cluster of 2 separate species, C4H7BrCl2O in total at a distorted geometry.

Geometry (Å):
Cl 1.746 3.268 -0.040
H -0.847 0.429 -1.333
O 1.550 -0.573 0.438
C -0.288 -0.371 -1.029
H -0.736 1.827 0.759
H -0.956 -1.174 -0.787
H 0.276 -0.605 -1.908
C 1.240 1.952 -1.136
H -1.154 0.348 1.583
C 0.525 0.147 0.101
Cl 0.206 2.439 -2.412
C -0.298 0.879 1.213
Br 2.862 1.145 -1.900
H 2.076 -0.697 -0.472
H 0.289 1.283 2.095

Results
Net charge ... 0
Max |F| ... 3.436 eV/Å
Energy above the lowest of the compared OMol25 structures with the same formula, charge and spin ... 41.9 kcal/mol
Kohn-Sham gap ... 8.940 eV

Löwdin atomic charge list, values in e, 4 entries: number 1, Cl, carries 0.47; number 2, H, carries 0.00; number 3, O, carries 0.02; number 4, C, carries -0.09



[2]
Density functional theory data (the ωB97M-V functional and the def2-TZVPD basis) for a cluster of 2 separate species, C4H7BrClN in total at a distorted geometry.

Geometry (Å):
H -0.382 2.851 1.131
H -0.646 1.344 1.757
H 1.975 -2.776 -0.604
C -0.769 1.527 -0.444
H 1.546 -2.270 0.993
C -0.246 1.779 0.915
C -0.225 -0.539 -0.893
H 0.858 1.770 1.121
N 0.729 -0.947 -0.272
Cl -1.371 -1.189 -1.954
C 1.086 -2.312 -0.034
H 0.327 -3.059 -0.119
H -0.257 2.231 -1.191
Br -2.623 1.590 -0.407

Results
Net charge ... 0
Max |F| ... 5.134 eV/Å
Energy above the lowest of the compared OMol25 structures with the same formula, charge and spin ... 55.5 kcal/mol
Kohn-Sham gap ... 9.359 eV

Löwdin atomic charge list, values in e, 4 entries: number 1, H, carries 0.07; number 2, H, carries 0.03; number 3, H, carries 0.10; number 4, C, carries -0.72



[3]
Density functional theory data (the ωB97M-V functional and the def2-TZVPD basis) for an isolated molecule of C4H7BrFNO2 at a distorted geometry.

Geometry (Å):
H 1.059 1.179 -1.853
H 1.221 -1.149 2.117
H 1.791 -1.313 0.343
O -1.496 -1.797 -0.149
O 0.629 0.981 0.236
F -1.928 1.532 0.792
H 0.446 -2.335 1.014
H 2.280 0.363 -0.853
C 1.001 -1.280 1.019
N 0.149 -0.352 0.450
H -1.795 1.040 -1.166
C -1.093 -0.668 0.030
Br -3.832 -0.068 -0.282
H 2.084 2.055 -0.645
C -2.100 0.667 -0.176
C 1.582 1.145 -0.878

Results
Net charge ... 0
Max |F| ... 4.505 eV/Å
Energy above the lowest of the compared OMol25 structures with the same formula, charge and spin ... 3.6 kcal/mol
Structure (SMILES) ... CON(C)C(=O)[C@H](F)Br
Kohn-Sham gap ... 10.300 eV

Löwdin atomic charge list, values in e, 4 entries: number 1, H, carries 0.10; number 2, H, carries 0.12; number 3, H, carries 0.06; number 4, O, carries 0.01



[4]
Density functional theory data (the ωB97M-V functional and the def2-TZVPD basis) for the ion C4H7BrN3O2S with charge +1 at a distorted geometry.

Geometry (Å):
N 2.023 -0.385 -0.947
H -3.383 -0.367 -0.395
N -0.143 0.152 0.403
H 2.921 0.056 -0.816
C -0.580 -1.900 -0.104
H 1.520 0.122 1.643
H 0.237 -2.580 -0.095
H -0.053 0.208 2.488
H 2.050 -1.067 -1.688
Br -2.002 2.273 0.465
O -0.113 0.280 -2.114
H 0.617 1.642 1.669
C -2.335 -0.466 -0.181
S 0.760 0.651 -1.064
O 1.160 1.979 -0.811
C -1.474 0.513 0.222
N -1.728 -1.669 -0.306
C 0.522 0.556 1.630

Results
Net charge ... +1
Max |F| ... 2.064 eV/Å
Energy above the lowest of the compared OMol25 structures with the same formula, charge and spin ... 13.8 kcal/mol
Structure (SMILES) ... C#[N+]/C=C(/Br)N(C)S(N)(=O)=O
Kohn-Sham gap ... 8.850 eV

Löwdin atomic charge list, values in e, 4 entries: number 1, N, carries -0.02; number 2, H, carries 0.13; number 3, N, carries -0.29; number 4, H, carries 0.10